ORCA calculation (ωB97M-V with the def2-TZVPD basis set) on a cluster of 2 separate species, CH6NPS in total at a distorted geometry.

Last column: Löwdin charge in e.
Geometry (Å):
C: -0.281 -0.739 0.953  -0.306
N: -1.063 1.575 -0.248  -0.272
P: -0.078 0.400 -0.428  0.244
S: 1.995 0.687 -0.597  0.438
H: 0.423 -0.249 1.652  0.042
H: -1.325 -0.705 1.175  0.032
H: 0.106 -1.738 0.649  0.049
H: -1.132 2.173 -0.998  -0.071
H: -0.680 -0.805 -1.866  0.051
H: 2.034 -0.600 -0.291  -0.207

Atomic forces in eV per Å
C 2.13 0.20 -0.88
N 0.68 -1.51 1.76
P -2.37 -2.13 -2.33
S -0.36 0.23 -0.22
H -0.79 -0.63 0.49
H -0.51 -0.13 0.55
H -0.45 0.67 0.41
H -0.31 1.93 -1.92
H 1.41 1.94 2.14
H 0.58 -0.57 0.02

E_tot ... -22746.44916 eV
Kohn-Sham gap ... 9.17 eV
Lowest unoccupied orbital energy ... 0.0065 hartree
Relative energy (zero: lowest compared OMol25 entry of this formula, charge and spin) ... 53.7 kcal/mol
Max |F| ... 0.077 hartree/bohr

ORCA calculation (ωB97M-V with the def2-TZVPD basis set) on a cluster of 2 separate species, CH6NPS in total at a distorted geometry.

Last column: Löwdin charge in e.
Geometry (Å):
C: -0.978 -1.274 0.701  -0.644
N: 0.930 1.909 -1.151  -0.434
P: -0.997 -2.214 -0.630  0.642
S: 0.448 0.412 -0.493  0.652
H: -0.477 -1.342 1.670  0.037
H: -1.538 -0.426 0.638  -0.070
H: 2.013 1.994 -1.307  0.074
H: 0.578 2.548 -0.448  -0.010
H: 0.054 -3.200 -0.263  -0.107
H: -0.444 0.069 -1.448  -0.140

Atomic forces in eV per Å
C 1.46 2.46 6.20
N 2.29 0.51 -0.34
P 0.43 -5.92 -5.22
S 0.40 -0.17 -0.22
H -0.24 -0.49 -0.36
H -1.68 2.07 0.09
H -2.89 -0.22 0.64
H 0.67 0.61 -0.41
H -0.66 0.98 -0.43
H 0.23 0.18 0.05

E_tot ... -22742.45804 eV
Kohn-Sham gap (alpha / beta) ... 6.80 / 6.66 eV
Lowest unoccupied orbital energy (alpha / beta) ... 0.0212 / -0.0966 hartree
Relative energy (zero: lowest compared OMol25 entry of this formula, charge and spin) ... 86.8 kcal/mol
2S+1 ... 3
Max |F| ... 0.154 hartree/bohr

ORCA calculation (ωB97M-V with the def2-TZVPD basis set) on a cluster of 2 separate species, CH6NS in total at a distorted geometry.

Last column: Löwdin charge in e.
Geometry (Å):
N: 2.250 -1.786 -0.318  -0.026
H: 1.420 -2.174 0.134  -0.010
H: 1.855 -0.906 -0.664  -0.084
H: 2.809 -1.443 0.444  -0.025
C: -1.740 1.289 0.094  -0.825
S: -0.202 0.833 -0.688  0.037
H: -2.632 0.745 -0.248  -0.023
H: -1.598 1.124 1.172  -0.033
H: -2.163 2.318 0.074  -0.011

Atomic forces in eV per Å
N -0.58 0.30 -0.17
H 0.20 -0.06 -0.07
H -0.06 -0.17 -0.25
H 0.40 -0.06 0.50
C -1.17 0.43 1.15
S 0.45 0.20 -0.72
H 0.29 -0.53 0.09
H -0.46 -0.22 -0.06
H 0.92 0.12 -0.46

Net charge ... -1
E_tot ... -13460.21090 eV
Kohn-Sham gap ... 6.80 eV
Lowest unoccupied orbital energy ... 0.1688 hartree
Relative energy (zero: lowest compared OMol25 entry of this formula, charge and spin) ... 6.8 kcal/mol
Max |F| ... 0.033 hartree/bohr

ORCA calculation (ωB97M-V with the def2-TZVPD basis set) on a structure of composition CH6NS at a distorted geometry.

Last column: Löwdin charge in e.
Geometry (Å):
C: -0.241 -0.083 0.124  -0.423
N: -0.908 -1.398 -0.157  0.031
S: 1.355 -0.251 -0.188  0.948
H: 0.851 2.839 0.682  0.029
H: 0.594 3.240 0.011  0.070
H: -0.652 -2.239 0.493  0.215
H: -0.605 -1.808 -1.013  0.117
H: -1.950 -1.277 -0.162  0.176
H: 1.556 0.976 0.210  -0.162

Atomic forces in eV per Å
C -0.39 -0.21 0.36
N -0.86 -1.87 1.68
S 0.16 -0.68 -0.13
H -0.74 1.20 -1.80
H 0.74 -1.15 1.84
H -0.66 2.01 -0.51
H 0.01 -0.20 -1.65
H 1.09 -0.22 0.07
H 0.64 1.14 0.14

Net charge ... +1
E_tot ... -13448.39881 eV
Kohn-Sham gap ... 9.16 eV
Lowest unoccupied orbital energy ... -0.2123 hartree
Relative energy (zero: lowest compared OMol25 entry of this formula, charge and spin) ... 85.6 kcal/mol
Max |F| ... 0.052 hartree/bohr